## P
The following is a quantum chemistry calculation of a single C6H8BN molecule, from the OMol25 dataset.

Geometry as XYZ:
```
16
C6H8BN | the OMol25 dataset | the ωB97M-V functional and the def2-TZVPD basis
B 1.6102 0.6507 -0.0055
C -0.8927 1.3054 0.0650
C -0.6312 -0.9764 -0.5767
C -2.2561 0.9930 0.2372
C -1.9935 -1.1293 -0.3951
C 0.0479 0.2937 -0.2280
C 2.6042 -0.4446 0.2683
N -2.8105 -0.2246 0.1309
H 1.9362 1.7586 -0.1519
H -0.5380 2.1483 0.4880
H -0.0725 -1.7639 -0.8605
H -3.0193 1.8195 0.4932
H -2.4044 -2.1291 -0.3928
H 2.7557 -1.1768 -0.5516
H 2.0600 -0.9825 1.0054
H 3.6041 -0.1421 0.4742
```

Properties
Orbital gap   9.305 eV
Lowest unoccupied orbital energy   -0.285 eV
Molar mass   104.949 g/mol
SMILES   CBc1ccncc1

Here are the natural (NBO) charges for atoms 1 to 2, given in e:
1 B 0.649
2 C -0.231

***

## Q
The following is a quantum chemistry calculation of 2 unconnected molecules or ions with the total composition C6H8BN, from the OMol25 dataset.

Geometry as XYZ:
```
16
C6H8BN | the OMol25 dataset | the ωB97M-V functional and the def2-TZVPD basis
B 1.3086 0.9828 -0.4102
C -0.4528 -0.8538 -0.3075
C -1.2371 1.3396 0.1315
C -1.7243 -1.3227 -0.1167
C -2.4931 0.8024 0.2709
C -0.1077 0.5056 -0.0427
C 2.9311 -0.4977 0.4654
N -2.8163 -0.4934 0.0544
H 1.5763 1.3967 -1.3609
H 0.3800 -1.5287 -0.4708
H -1.0803 2.4829 0.2582
H -1.9028 -2.4155 -0.4608
H -3.3251 1.4290 0.3016
H 2.5563 -0.6855 1.5840
H 3.7234 0.0771 0.3708
H 2.6639 -1.2187 -0.2672
```

Properties
Orbital gap (alpha / beta)   7.822 / 7.822 eV
Lowest unoccupied orbital energy (alpha / beta)   -0.732 / -0.732 eV
Molar mass   104.949 g/mol

Here are the natural (NBO) charges for atoms 1 to 2, given in e:
1 B 0.723
2 C -0.231

***

Which of them is the most stable, and which is the least stable? P and Q, in that order.

***

## P
The following is a quantum chemistry calculation of 3 unconnected molecules or ions with the total composition C4H6Cl8, from the OMol25 dataset.

Geometry as XYZ:
```
18
C4H6Cl8 | the OMol25 dataset | the ωB97M-V functional and the def2-TZVPD basis
Cl -0.4816 -4.8107 -0.4202
C 0.2028 -5.0049 -2.0045
C 1.6607 -4.4340 -2.2124
Cl 2.8916 -5.5038 -1.5001
H -0.5077 -4.4466 -2.6139
H 0.1112 -6.0215 -2.3870
H 1.6954 -3.4280 -1.7941
H 1.9144 -4.3304 -3.2674
C 1.6768 2.0701 0.2409
Cl 2.6726 0.5999 -0.0205
Cl 0.2834 1.9287 -0.8914
Cl 2.6531 3.5362 0.0255
H 1.3736 1.9687 1.2830
C -3.2676 5.4808 3.1473
Cl -2.9589 6.7505 4.3029
Cl -1.7363 4.6652 2.6340
Cl -4.2339 6.1907 1.8361
H -3.9496 4.7891 3.6418
```

Properties
Orbital gap   11.112 eV
Lowest unoccupied orbital energy   0.390 eV
Molar mass   337.716 g/mol
SMILES   ClC(Cl)Cl.ClC(Cl)Cl.ClCCCl

Here are the natural (NBO) charges for atoms 1 to 2, given in e:
1 Cl -0.027
2 C -0.415

***

## Q
The following is a quantum chemistry calculation of 3 unconnected molecules or ions with the total composition C4H6Cl8, from the OMol25 dataset.

Geometry as XYZ:
```
18
C4H6Cl8 | the OMol25 dataset | the ωB97M-V functional and the def2-TZVPD basis
Cl 2.7323 3.3786 -2.9772
C 1.6570 1.9735 -2.6277
C 2.3559 1.0550 -1.6805
Cl 1.3358 -0.3777 -1.3983
H 1.4233 1.5151 -3.5843
H 0.7501 2.3832 -2.1946
H 2.4975 1.5600 -0.7252
H 3.3265 0.7244 -2.0344
C -1.4246 -3.1221 3.2084
Cl -1.0810 -1.9078 4.4141
Cl -0.6524 -2.7347 1.6700
Cl -3.1767 -3.3361 2.9884
H -1.0370 -4.0788 3.5293
C -1.6864 0.5004 0.2763
Cl -2.7333 0.1831 1.6457
Cl -0.5619 1.8164 0.6162
Cl -2.6278 0.8474 -1.1837
H -1.0973 -0.3796 0.0575
```

Properties
Orbital gap   11.583 eV
Lowest unoccupied orbital energy   0.541 eV
Molar mass   337.716 g/mol
SMILES   ClC(Cl)Cl.ClC(Cl)Cl.ClCCCl

Here are the natural (NBO) charges for atoms 1 to 2, given in e:
1 Cl -0.075
2 C -0.372

***

Which of them is the most stable, and which is the least stable? Q and P, in that order.

***

## P
The following is a quantum chemistry calculation of a single C4H6ClN molecule, from the OMol25 dataset.

Geometry as XYZ:
```
12
C4H6ClN | the OMol25 dataset | the ωB97M-V functional and the def2-TZVPD basis
C -0.0598 -0.0203 0.5505
C 1.1812 -0.2362 -0.1282
C -1.3260 -0.7420 0.0777
C -1.1737 0.6983 -0.2633
N 2.2097 0.1589 0.4997
Cl 3.7830 -0.1250 -0.2041
H 0.1469 0.4057 1.5285
H 1.0684 -0.3833 -1.1743
H -1.4469 -1.3679 -0.7849
H -1.8845 -0.8827 0.9777
H -0.6585 1.0653 -1.1496
H -1.8397 1.4292 0.0703
```

Properties
Orbital gap   10.491 eV
Lowest unoccupied orbital energy   0.907 eV
Molar mass   103.552 g/mol
SMILES   Cl/N=C/C1CC1

Here are the natural (NBO) charges for atoms 1 to 2, given in e:
1 C -0.275
2 C 0.098

***

## Q
The following is a quantum chemistry calculation of a single C4H6ClN molecule, from the OMol25 dataset.

Geometry as XYZ:
```
12
C4H6ClN | the OMol25 dataset | the ωB97M-V functional and the def2-TZVPD basis
C 0.6542 -0.7146 -0.5584
C 1.8147 -1.4093 -1.6136
C 0.3252 0.6907 -0.9299
C -0.1170 -1.0242 0.8147
N 0.5645 -1.5268 -1.6782
Cl -0.7923 -2.1570 -2.6714
H 0.8722 1.2875 -0.3311
H -0.7829 0.9754 -0.7516
H 0.7494 0.7537 -2.0056
H -0.8284 -1.8100 0.5432
H -0.6301 -0.1169 1.0657
H 0.6746 -1.3064 1.5071
```

Properties
Orbital gap   9.283 eV
Lowest unoccupied orbital energy   -0.137 eV
Molar mass   103.552 g/mol

Here are the natural (NBO) charges for atoms 1 to 2, given in e:
1 C 0.112
2 C 0.211

***

## R
The following is a quantum chemistry calculation of 2 unconnected molecules or ions with the total composition C4H6ClN, from the OMol25 dataset.

Geometry as XYZ:
```
12
C4H6ClN | the OMol25 dataset | the ωB97M-V functional and the def2-TZVPD basis
C 0.6382 0.0024 1.6732
C 0.9305 0.3113 0.4292
C -0.7920 -0.0292 1.0933
C -0.5878 -0.1517 -1.4847
N -0.2627 0.4360 -0.2142
Cl 3.6533 0.6789 -1.2635
H 1.0921 -0.0743 2.6306
H -1.2282 -1.0256 1.0577
H -1.4507 0.7156 1.5367
H -1.5304 0.2660 -1.8412
H 0.2039 0.1144 -2.1828
H -0.6662 -1.2438 -1.4341
```

Properties
Orbital gap (alpha / beta)   8.130 / 6.015 eV
Lowest unoccupied orbital energy (alpha / beta)   -1.217 / -2.984 eV
Molar mass   103.552 g/mol

Here are the natural (NBO) charges for atoms 1 to 2, given in e:
1 C -0.394
2 C 0.407

***

Which of them is the most stable, and which is the least stable? P and R, in that order.

***

## P
The following is a quantum chemistry calculation of a gas-phase ion, C3H7O2 (charge +1), from the OMol25 dataset.

Geometry as XYZ:
```
12
C3H7O2 | the OMol25 dataset | the ωB97M-V functional and the def2-TZVPD basis
C -1.8385 0.6800 -0.1249
C 1.5515 0.4336 -0.0247
C 0.1069 -0.6069 0.4938
O -0.3895 -1.5322 -0.3524
O -0.8490 0.4992 0.5834
H -2.2605 1.7940 -0.0428
H -2.1951 -0.0776 -0.9259
H 1.7078 1.0459 0.8830
H 1.0462 0.9211 -0.8836
H 2.4837 -0.1001 -0.3656
H 0.3503 -0.8621 1.4801
H 0.2862 -2.1948 -0.7205
```

Properties
Orbital gap   9.254 eV
Lowest unoccupied orbital energy   -6.000 eV
Molar mass   75.087 g/mol
Charge   +1

Here are the natural (NBO) charges for atoms 1 to 2, given in e:
1 C 0.339
2 C -0.597

***

## Q
The following is a quantum chemistry calculation of a gas-phase ion, C3H7O2 (charge +1), from the OMol25 dataset.

Geometry as XYZ:
```
12
C3H7O2 | the OMol25 dataset | the ωB97M-V functional and the def2-TZVPD basis
C 0.1764 -1.3287 -0.0188
C 1.1344 1.0474 -0.0127
C 0.0554 0.1404 0.1474
O -2.1973 -0.0834 0.0832
O -1.0738 0.7055 0.3213
H 1.0487 -1.6110 0.5800
H 0.3684 -1.4128 -1.1103
H -0.6439 -1.8158 0.4608
H 0.7471 2.0486 0.2832
H 1.3744 0.9466 -1.0957
H 1.9526 0.8299 0.5017
H -2.9425 0.5335 -0.1402
```

Properties
Orbital gap   11.712 eV
Lowest unoccupied orbital energy   -5.469 eV
Molar mass   75.087 g/mol
Charge   +1

Here are the natural (NBO) charges for atoms 1 to 2, given in e:
1 C -0.727
2 C -0.707

***

Which of them is the most stable, and which is the least stable? P and Q, in that order.